(1)
ORCA calculation (the ωB97M-V functional and the def2-TZVPD basis) on a structure of composition C5H8KO3 at a distorted geometry.

```
17
Properties=species:S:1:pos:R:3:forces:R:3
C -1.491492 0.366915 0.119811 0.7 0.9 -1.1
C -0.493269 -0.161898 -0.603737 -0.5 -0.5 0.8
H -2.497479 0.455240 -0.299362 0.2 -0.5 0.4
H -1.278210 1.005333 0.981065 -0.1 -0.4 -0.1
H -0.693580 -0.782328 -1.480862 0.1 0.4 0.1
H 0.538405 -0.145826 -0.241282 -0.3 0.1 -0.2
O -6.860034 -3.741378 0.561934 -0.3 0.2 0.1
C -5.724355 -4.007811 1.029201 -1.1 -1.5 -1.3
O -5.203387 -5.148432 0.957475 0.4 -0.2 0.3
K -7.706166 -6.379186 -0.330842 0.8 1.0 0.5
O -5.054565 -2.985809 1.581488 0.4 0.8 0.4
C -3.736916 -3.231930 2.070206 -0.1 -0.2 -0.1
C -3.174728 -1.972569 2.608201 0.0 0.0 0.5
H -3.109516 -3.630550 1.256868 -0.1 0.0 0.2
H -3.783515 -4.017833 2.848073 0.1 0.1 -0.2
H -2.168463 -1.997020 3.028832 -0.3 0.0 -0.2
H -3.838954 -1.166913 2.922219 0.2 -0.2 -0.2
```
Positions in Å, forces in eV/Å.

Output
Kohn-Sham gap (alpha / beta): 6.48 / 7.02 eV
LUMO (alpha / beta): -0.0344 / -0.0344 hartree
E_HOMO (alpha / beta): -7.42 / -7.96 eV
⟨S²⟩: 0.75
Spin multiplicity: 2

---

(2)
ORCA calculation (the ωB97M-V functional and the def2-TZVPD basis) on the ion C5H5S2 with charge -1 at a distorted geometry.

```
12
Properties=species:S:1:pos:R:3:forces:R:3
C 0.071272 -0.389777 -0.246457 -1.6 -2.8 0.0
C -0.477595 -1.495105 -0.036967 0.6 0.6 0.6
C -1.249249 -3.103108 0.547427 1.1 3.4 -0.7
C 0.519459 2.068502 0.205293 0.8 -0.4 2.2
C 0.667374 0.871956 -0.751872 0.4 -0.4 0.6
S -1.324449 -3.138626 2.182751 0.1 -0.2 0.2
S -1.785190 -3.992573 -0.697906 -0.1 -0.6 -0.5
H 0.852346 2.921353 -0.294440 0.6 1.6 -1.2
H 1.288490 2.021808 1.073606 -1.7 -0.3 -1.0
H -0.500652 2.377940 0.563258 0.8 -1.0 -0.2
H 1.808936 0.653825 -0.864107 -2.0 0.7 -0.4
H 0.129259 1.203804 -1.680583 0.9 -0.7 0.4
```
Positions in Å, forces in eV/Å.

Output
SMILES: CCC#CC(=S)[S-]
Kohn-Sham gap: 7.34 eV
Charge: -1
LUMO: 0.1297 hartree
E_HOMO: -3.81 eV

---

(3)
ORCA calculation (the ωB97M-V functional and the def2-TZVPD basis) on a structure of composition C4H9NO5 at a distorted geometry.

```
19
Properties=species:S:1:pos:R:3:forces:R:3
C 1.075233 -0.835980 -1.512680 1.9 -1.6 -1.2
C -0.364484 0.408926 1.188852 0.3 0.1 -0.1
C -0.226414 -1.039332 0.688069 1.1 -1.4 0.3
C -1.070326 1.257156 0.143289 0.0 -0.1 0.0
N 0.891139 1.075883 1.548128 -0.1 0.1 0.0
O 1.536002 0.365004 -1.384555 -0.5 -0.5 0.3
O 1.666007 -1.856526 -0.999391 -0.3 1.5 -2.1
O 0.056506 -0.973451 -2.353370 0.3 0.3 0.6
O -2.359853 1.462775 0.415879 0.0 0.0 0.0
O -0.578309 1.703466 -0.881864 0.0 0.0 0.1
H 0.770722 1.032635 -1.379033 0.0 0.0 0.0
H 0.956331 -1.667874 -0.000085 -2.5 1.6 1.8
H -0.192322 -1.909057 -2.383394 0.1 0.0 0.2
H -2.753141 1.973610 -0.310810 0.1 0.0 0.0
H -1.005312 0.458106 2.075522 0.0 0.0 -0.1
H 1.614282 0.869644 0.867988 0.0 -0.1 0.1
H 1.208796 0.737029 2.447950 0.0 0.0 -0.1
H -1.170470 -1.391697 0.259095 0.0 0.0 0.0
H -0.054386 -1.670319 1.570409 -0.4 0.2 0.2
```
Positions in Å, forces in eV/Å.

Output
Kohn-Sham gap: 8.93 eV
LUMO: 0.0182 hartree
E_HOMO: -8.43 eV

---

(4)
ORCA calculation (the ωB97M-V functional and the def2-TZVPD basis) on a cluster of 2 separate species, C5H9NO in total at a distorted geometry.

```
16
Properties=species:S:1:pos:R:3:forces:R:3
C 0.353083 2.423034 0.501700 0.0 0.0 0.0
C -0.426280 2.410453 -0.732791 -0.6 0.2 -0.8
N -1.054153 2.419083 -1.704628 0.6 0.1 0.9
O 0.235655 -0.106124 -1.015741 -0.1 0.0 -0.1
C -0.452930 -1.004429 -0.195072 -0.1 -0.1 0.1
C 0.356892 -1.575694 0.920902 0.1 0.1 0.2
C -0.034545 -2.437557 -0.259923 0.0 -0.2 -0.1
H -0.069994 1.719958 1.222624 0.0 0.1 -0.1
H 1.381118 2.122506 0.296076 -0.1 0.0 0.0
H 0.336654 3.428437 0.923661 0.0 -0.1 0.0
H -0.368410 0.227637 -1.693860 0.2 -0.1 0.1
H -1.501760 -0.766051 -0.010666 0.2 0.0 -0.1
H 1.387610 -1.234547 0.976866 -0.1 -0.1 -0.1
H -0.109010 -1.753560 1.886519 0.0 0.0 -0.2
H 0.744730 -2.655421 -0.983656 -0.1 0.0 0.1
H -0.778661 -3.217725 -0.132009 0.1 0.1 0.1
```
Positions in Å, forces in eV/Å.

Output
SMILES: OC1CC1.CC#N
Kohn-Sham gap: 10.48 eV
LUMO: 0.0319 hartree
E_HOMO: -9.61 eV

---

Calculated values (eV) of energy above the lowest of the compared OMol25 structures with the same formula, charge and spin for the records, taken in order: 0.5952, 2.0422, 2.1081, 2.2072.